(1)
A molecular structure, C29H39BCdN7O7PS. Source: the Open Molecules 2025 dataset; level of theory: the ωB97M-V functional and the def2-TZVPD basis.

Structure (XYZ):
```
86
Properties=species:S:1:pos:R:3:forces:R:3
Cd -1.006 0.355 -0.315 0.46 -0.16 0.21
C -3.576 -3.260 -1.335 0.18 1.25 0.81
C -3.078 -2.094 -0.455 0.11 -0.21 -0.90
O -2.028 -1.521 -0.919 -0.13 -0.46 -0.04
C -3.727 -1.805 0.709 -0.61 0.32 0.97
C -3.362 -0.788 1.679 -0.43 -0.72 -0.80
C -4.154 -0.760 2.949 -1.61 -0.47 -0.30
N -2.477 0.104 1.418 0.24 0.91 0.63
N -2.295 1.054 2.438 -0.08 -0.63 -0.18
C -1.546 2.050 2.051 0.34 -0.19 0.61
O -1.061 2.284 0.904 0.14 0.28 -0.34
C -1.190 2.984 3.183 0.02 0.47 -0.68
C -1.460 2.676 4.511 -0.70 -0.98 0.09
C -1.251 3.618 5.491 0.39 0.40 1.29
C -0.682 4.859 5.188 0.01 -0.21 -0.19
C -0.318 5.131 3.874 -0.37 -0.27 0.15
C -0.591 4.213 2.881 -0.17 -0.67 0.42
H -3.371 -2.972 -2.345 0.06 -0.07 -0.71
H -4.603 -3.548 -1.197 -0.56 0.12 0.16
H -2.970 -4.089 -1.066 0.66 -0.95 -0.03
H -4.680 -2.294 0.925 0.44 -0.20 -0.12
H -4.890 -1.609 2.971 0.65 0.74 -0.12
H -4.716 0.185 2.985 0.17 -0.20 0.20
H -3.562 -0.833 3.838 0.57 0.14 0.43
H -1.888 1.679 4.765 0.39 0.94 -0.37
H -1.465 3.369 6.554 0.07 0.23 -0.88
H -0.511 5.595 5.958 0.04 0.06 0.21
H 0.137 6.049 3.554 0.17 0.51 0.29
H -0.315 4.446 1.876 -0.03 -0.12 -0.64
N 2.622 6.159 1.411 0.15 -0.21 0.08
C 2.628 5.161 0.404 -0.99 0.72 -0.11
C 2.518 3.822 0.763 -0.15 1.07 -0.06
C 2.377 2.904 -0.228 0.21 -2.38 -0.22
C 2.427 3.228 -1.574 -0.11 0.21 -0.10
C 2.473 4.571 -1.944 -0.56 -0.49 -0.58
C 2.532 5.528 -0.950 0.52 0.63 0.63
S 2.227 1.912 -2.768 -1.00 0.24 -0.24
O 3.044 0.795 -2.383 0.46 0.09 0.11
O 2.462 2.507 -4.071 -0.13 -0.18 0.33
N 0.710 1.379 -2.502 -0.16 0.63 -0.23
C -0.405 2.058 -2.792 -0.09 -0.13 0.70
N -0.481 3.254 -3.452 0.73 -0.58 0.14
C -1.682 3.707 -3.710 -0.16 -0.28 0.15
C -2.838 3.045 -3.352 -1.34 0.42 -0.09
C -2.729 1.924 -2.556 0.61 -0.19 -0.19
N -1.542 1.448 -2.248 0.94 0.33 -0.35
H 2.203 5.822 2.278 0.15 0.28 -0.39
H 2.244 7.055 1.118 0.05 -0.42 0.10
H 2.368 3.558 1.791 0.19 -0.24 0.42
H 2.231 1.840 0.050 0.09 0.73 -0.21
H 2.301 4.821 -2.998 0.36 -0.02 0.46
H 2.494 6.603 -1.170 0.04 -0.45 -0.13
H -1.774 4.662 -4.217 0.22 0.13 -0.10
H -3.803 3.479 -3.593 0.04 -0.14 0.00
H -3.563 1.356 -2.158 -0.16 0.25 0.04
C 1.745 -5.372 -4.575 0.20 -0.04 1.60
C 0.873 -6.195 -3.612 -0.89 0.22 -0.45
O 0.974 -5.894 -2.223 -0.16 0.19 -0.33
P 0.020 -4.634 -1.656 1.50 0.23 -0.34
O 1.012 -3.359 -1.975 -0.53 -0.61 0.52
C 2.190 -2.921 -1.246 0.22 -0.16 -1.39
C 3.486 -3.596 -1.679 -0.38 -1.37 -0.90
O 0.304 -5.037 -0.092 0.07 0.65 -0.53
C 0.064 -3.969 0.863 0.77 -0.01 -0.50
C -0.858 -4.459 1.893 -0.88 -0.02 1.42
H 1.644 -5.727 -5.573 -0.30 -0.27 -0.90
H 2.764 -5.524 -4.280 0.81 -0.15 0.09
H 1.615 -4.297 -4.520 -0.51 0.12 0.02
H 1.109 -7.251 -3.715 0.28 -0.14 0.02
H -0.179 -6.122 -3.949 0.13 0.15 0.24
H 2.081 -3.080 -0.214 -0.36 -0.27 1.33
H 2.201 -1.851 -1.401 0.26 0.27 -0.11
H 3.428 -4.720 -1.639 -0.24 0.99 0.18
H 4.286 -3.309 -1.026 0.42 0.36 0.45
H 3.796 -3.374 -2.708 -0.23 0.25 0.17
H -0.241 -3.040 0.376 -0.41 -0.10 -0.09
H 1.001 -3.740 1.334 0.67 0.09 0.15
H -1.814 -4.717 1.452 -0.39 0.07 0.05
H -0.992 -3.672 2.670 -0.08 -0.50 -0.50
H -0.470 -5.363 2.389 0.03 0.28 -0.19
B 2.968 -1.287 2.446 0.81 0.06 -0.24
C 1.802 -0.668 1.560 -1.46 0.49 -0.82
N 0.948 -0.202 0.909 1.08 -0.82 0.69
H 2.736 -2.422 2.835 -0.27 0.07 -0.25
H 3.983 -1.300 1.700 -0.56 0.06 0.54
H 3.115 -0.575 3.432 0.06 0.01 -0.24
```
Positions in Å, forces in eV/Å.

Output
Relative energy (zero: lowest compared OMol25 entry of this formula, charge and spin) ... 0.0000 eV
Orbital gap ... 6.49 eV
Spin multiplicity ... 1
Net charge ... -2

(2)
A molecular structure, C29H39BF4N2OPtS. Source: the Open Molecules 2025 dataset; level of theory: the ωB97M-V functional and the def2-TZVPD basis.

Structure (XYZ):
```
78
Properties=species:S:1:pos:R:3:forces:R:3
Pt -0.186 -0.202 0.770 0.10 -0.58 -0.68
C -1.688 -4.937 -2.832 0.11 0.22 0.09
C -1.851 -3.538 -2.236 0.01 -0.05 -0.11
C -2.558 -2.580 -3.202 0.28 -0.09 0.12
C -2.611 -3.554 -0.929 0.30 0.23 0.26
C -3.839 -4.194 -0.876 -0.15 -0.10 0.13
C -4.642 -4.121 0.245 -0.02 0.07 -0.09
C -4.247 -3.327 1.304 0.03 -0.03 -0.03
C -3.026 -2.671 1.307 0.05 -0.02 -0.07
C -2.745 -1.722 2.449 0.22 0.03 -0.16
C -1.397 -1.904 3.136 -0.13 0.06 0.08
C -2.907 -0.288 1.938 -0.06 -0.15 0.53
C -2.163 -2.843 0.206 -1.05 -0.69 -0.03
N -0.876 -2.326 0.234 1.14 1.11 -0.01
C 0.172 -3.058 -0.015 -0.27 0.10 0.18
C 1.445 -2.481 -0.091 0.52 -0.37 -0.16
C 2.710 -3.040 -0.366 -0.67 0.09 0.07
C 3.607 -1.992 -0.343 -0.01 0.25 0.01
C 2.881 -0.819 -0.052 0.26 -0.02 -0.01
N 1.593 -1.126 0.096 -0.68 0.32 0.19
C 3.418 0.579 0.054 -0.07 0.26 -0.04
C 3.600 1.159 -1.357 0.01 -0.19 0.17
C 4.771 0.557 0.771 -0.22 0.00 -0.07
C 2.434 1.456 0.822 0.14 -0.16 -0.01
H -1.002 -4.905 -3.675 0.05 -0.03 -0.14
H -2.634 -5.340 -3.186 -0.11 -0.06 -0.03
H -1.283 -5.619 -2.086 0.03 -0.13 0.01
H -0.850 -3.135 -2.069 -0.15 -0.04 -0.08
H -3.581 -2.893 -3.399 -0.10 -0.06 -0.01
H -2.014 -2.540 -4.143 0.01 0.05 -0.16
H -2.579 -1.581 -2.770 -0.07 0.12 -0.03
H -4.176 -4.763 -1.727 -0.05 -0.07 -0.18
H -5.587 -4.640 0.282 -0.08 -0.06 -0.04
H -4.900 -3.209 2.155 -0.08 0.01 0.15
H -3.520 -1.895 3.204 0.03 0.03 -0.07
H -0.567 -1.570 2.495 -0.11 -0.30 0.46
H -1.227 -2.944 3.406 0.09 -0.10 -0.01
H -1.373 -1.294 4.034 0.14 0.07 0.10
H -2.154 -0.098 1.149 -0.62 0.15 0.01
H -2.756 0.429 2.741 0.07 0.10 0.00
H -3.895 -0.144 1.500 0.07 0.08 -0.18
H 0.077 -4.138 -0.146 -0.11 0.10 -0.03
H 2.904 -4.077 -0.567 0.06 -0.17 0.00
H 4.666 -2.044 -0.505 0.19 -0.02 -0.04
H 4.245 0.521 -1.954 0.11 -0.07 -0.12
H 4.051 2.147 -1.288 0.06 0.19 -0.03
H 2.640 1.249 -1.859 -0.12 0.01 -0.09
H 5.528 0.089 0.146 0.14 -0.07 -0.02
H 4.698 0.007 1.705 0.04 -0.01 0.12
H 5.084 1.575 0.987 0.10 0.12 0.02
H 1.471 1.464 0.300 0.13 0.24 0.06
H 2.784 2.483 0.885 0.07 0.16 -0.06
H 2.293 1.084 1.832 -0.07 0.02 0.13
F 0.955 2.494 3.888 0.60 0.63 0.17
B 0.121 1.463 3.598 -0.04 -0.15 -0.37
F -0.500 1.729 2.311 -0.17 0.14 -0.65
F 0.799 0.271 3.362 0.62 -0.73 0.20
F -0.872 1.308 4.513 -0.69 -0.16 0.66
C 3.521 5.690 -1.273 0.01 0.02 -0.01
C 2.227 5.014 -0.944 -0.08 0.00 0.09
C 1.635 4.130 -1.840 -0.09 -0.01 0.09
C 0.480 3.451 -1.500 -0.09 -0.11 -0.08
C -0.101 3.662 -0.264 -0.18 -0.06 0.26
C 0.463 4.545 0.640 -0.09 -0.05 0.07
C 1.620 5.220 0.291 -0.02 0.00 -0.13
S -1.560 2.692 0.171 -0.36 1.91 -0.90
C -2.706 3.580 -0.966 0.25 -0.45 0.51
O -1.325 1.391 -0.554 0.35 -1.44 -0.12
H 3.767 5.575 -2.327 0.06 0.01 -0.03
H 4.323 5.250 -0.681 0.11 0.01 -0.01
H 3.481 6.751 -1.037 0.03 0.08 0.01
H 2.091 3.962 -2.803 0.08 -0.05 -0.13
H 0.043 2.726 -2.170 -0.01 -0.07 -0.13
H 0.022 4.683 1.613 -0.06 -0.01 0.21
H 2.070 5.909 0.990 0.04 0.04 0.13
H -2.316 3.588 -1.977 0.18 -0.09 -0.08
H -2.810 4.594 -0.592 0.02 0.10 0.08
H -3.666 3.072 -0.933 -0.05 -0.08 0.06
```
Positions in Å, forces in eV/Å.

Output
Relative energy (zero: lowest compared OMol25 entry of this formula, charge and spin) ... 0.7500 eV
<S²> ... 2.005
Orbital gap (alpha / beta) ... 7.94 / 5.99 eV
Spin multiplicity ... 3

(3)
A molecular structure, C29H39Cl3F6N6O4S2Si5W. Source: the Open Molecules 2025 dataset; level of theory: the ωB97M-V functional and the def2-TZVPD basis.

Structure (XYZ):
```
95
Properties=species:S:1:pos:R:3:forces:R:3
W 1.124 -0.694 -1.333 -1.24 0.42 -0.98
C 4.774 0.830 0.163 0.57 0.12 0.38
C 5.240 -0.025 1.149 -0.48 0.09 -0.14
C 4.299 -0.840 1.752 0.19 -0.11 0.43
C 3.011 -0.856 1.282 -0.76 0.47 -0.38
N 2.546 -0.120 0.263 1.77 0.23 0.24
C 3.458 0.788 -0.211 -0.93 -0.12 -0.22
N 2.019 -1.606 2.055 0.11 -0.61 0.09
C 0.987 -2.390 1.389 -0.34 0.98 -1.56
N 0.362 -1.957 0.249 0.89 -0.96 1.33
C -0.745 -2.754 0.089 -0.97 0.71 -1.81
N -1.632 -2.709 -0.919 0.59 -0.88 2.70
C -1.329 -2.414 -2.159 0.92 0.69 -2.08
C -2.325 -2.651 -3.160 0.23 0.08 0.83
C -2.004 -2.637 -4.474 0.56 0.15 -0.54
C -0.665 -2.376 -4.853 -0.75 -0.22 -0.09
C 0.229 -2.068 -3.884 0.55 -0.14 0.60
N -0.064 -2.007 -2.550 -1.37 -0.56 -0.33
C -0.826 -3.668 1.167 0.12 -0.71 1.34
C -1.741 -4.679 1.486 0.11 0.41 -0.47
C -1.556 -5.391 2.642 0.28 -0.04 0.37
C -0.466 -5.117 3.502 -0.28 -0.21 0.00
C 0.459 -4.153 3.206 0.21 0.41 -0.29
C 0.290 -3.412 2.014 -0.80 -1.15 0.35
H 5.427 1.557 -0.297 -0.06 0.00 -0.07
H 6.271 -0.028 1.470 0.03 -0.01 0.00
H 4.569 -1.471 2.588 -0.01 -0.06 -0.01
H 3.066 1.488 -0.930 0.09 -0.10 -0.13
H -3.318 -2.885 -2.804 -0.01 -0.02 0.02
H -2.746 -2.848 -5.232 -0.04 0.03 0.03
H -0.364 -2.403 -5.889 0.08 0.01 0.02
H 1.262 -1.872 -4.142 -0.03 0.08 0.04
H -2.571 -4.882 0.821 -0.01 0.03 0.01
H -2.248 -6.178 2.914 -0.02 0.02 -0.01
H -0.369 -5.689 4.417 0.03 0.00 -0.04
H 1.296 -3.963 3.872 -0.06 -0.05 0.01
C -0.768 1.216 3.644 0.23 -0.01 0.16
Si 0.554 0.984 2.293 -0.48 -0.74 -0.21
C 1.919 2.258 2.705 0.07 -0.27 0.01
C 1.336 -0.675 3.052 -0.16 0.78 0.46
Si -0.518 0.852 -0.051 -0.16 2.19 2.80
Si -2.702 0.390 0.849 0.00 -0.30 0.38
C -3.421 1.937 1.690 0.28 -0.06 -0.21
C -4.018 -0.217 -0.361 0.29 0.21 -0.08
C -2.576 -0.972 2.187 -0.10 -0.13 -0.24
Si -0.278 3.458 0.550 -0.06 -0.35 -1.01
C -1.426 4.404 -0.614 0.22 -0.04 0.08
C -0.664 4.246 2.250 -0.18 -0.37 0.13
C 1.532 4.009 0.273 -0.14 0.09 -0.26
H -0.316 1.195 4.639 0.07 0.05 0.08
H -1.523 0.431 3.603 0.22 0.27 0.14
H -1.284 2.168 3.539 0.22 -0.06 0.13
H 2.391 2.025 3.662 -0.04 -0.11 0.14
H 1.490 3.257 2.789 0.47 -0.39 -0.05
H 2.704 2.306 1.951 0.06 -0.05 0.11
H 2.070 -0.424 3.824 0.15 -0.11 -0.12
H 2.566 -2.300 2.571 -0.07 0.00 0.05
H 0.545 -1.257 3.521 0.03 -0.10 -0.07
H -3.457 2.774 0.991 -0.02 0.01 0.01
H -2.835 2.242 2.558 -0.22 -0.05 -0.21
H -4.441 1.744 2.027 -0.07 -0.13 -0.02
H -4.124 0.479 -1.192 -0.03 0.00 0.01
H -4.988 -0.300 0.133 0.03 -0.03 0.14
H -3.747 -1.193 -0.763 -0.01 -0.05 -0.03
H -1.555 -1.148 2.532 -0.11 -0.07 -0.09
H -2.948 -1.917 1.794 -0.10 -0.05 -0.07
H -3.186 -0.714 3.057 -0.03 -0.03 0.02
H -2.466 4.324 -0.296 -0.03 -0.01 0.05
H -1.360 4.038 -1.632 0.01 0.10 0.05
H -1.155 5.463 -0.624 0.01 0.08 0.10
H -1.658 4.014 2.630 -0.01 0.07 -0.03
H -0.621 5.330 2.117 0.04 0.02 -0.24
H 0.066 3.991 3.019 -0.45 0.19 0.00
H 2.227 3.172 0.213 -0.06 0.14 -0.06
H 1.861 4.657 1.087 -0.01 0.02 0.02
H 1.619 4.573 -0.655 -0.06 -0.01 -0.04
Cl 4.350 -3.320 -0.343 -0.30 0.25 0.11
Si 2.795 -2.656 -1.634 0.39 -0.98 -0.34
Cl 3.885 -2.364 -3.387 -0.03 -0.03 0.05
Cl 1.830 -4.494 -1.963 -0.01 0.13 0.15
F 1.541 2.629 -2.188 0.09 -0.17 -0.49
C 1.941 2.402 -3.470 0.42 0.35 0.92
F 3.285 2.295 -3.410 0.03 -0.30 -0.22
F 1.685 3.504 -4.145 -0.23 -0.31 -0.42
S 1.154 0.801 -4.257 -1.41 1.95 -0.90
O 2.169 0.057 -2.474 1.83 -0.23 0.89
O 0.456 1.401 -5.397 0.26 -0.24 -0.60
N -0.086 0.601 -3.068 0.97 -0.20 -0.55
S -1.213 1.673 -3.038 -0.97 0.19 1.37
O -0.920 3.012 -3.415 0.21 0.03 -0.73
O -1.787 1.522 -1.689 -0.49 -0.06 -0.98
C -2.638 1.147 -4.144 -0.04 0.00 0.14
F -2.224 0.562 -5.253 0.14 -0.05 -0.17
F -3.415 0.284 -3.484 0.02 -0.10 0.02
F -3.375 2.207 -4.457 0.12 0.04 0.05
```
Positions in Å, forces in eV/Å.

Output
<S²> ... 2.043
Orbital gap (alpha / beta) ... 5.63 / 4.30 eV
Spin multiplicity ... 3

- What is the spin multiplicity in the second record?
  3